{"formula": "C7H11NO", "method": "wB97M-V/def2-TZVPD", "charge": 0, "de_lowest_kcal_mol": 159.43, "multiplicity": 1, "gap_ev": [7.557, 7.558], "e_lumo_ev": [-0.64, -0.64], "elements": ["C", "C", "C", "N", "O", "C", "C", "C", "C", "H", "H", "H", "H", "H", "H", "H", "H", "H", "H", "H"], "coordinates": [[-2.15614, 1.23790, 1.29482], [-1.42396, 0.21852, 0.57885], [-1.60224, -0.49152, -0.57596], [-2.16728, -0.91158, -1.59231], [-2.90552, -1.84875, -1.93032], [-0.22756, 0.35128, -0.29725], [0.98255, -0.55399, -0.07158], [1.82720, -0.78229, -1.31088], [1.78593, 0.10815, 1.05396], [-1.43229, 1.91755, 1.88202], [-2.85899, 0.86237, 1.86670], [-2.59359, 1.91458, 0.55532], [0.05326, 1.13918, -0.89245], [0.53637, -1.48918, 0.28579], [2.11531, 0.17850, -1.59565], [1.22305, -1.10936, -2.14782], [2.68556, -1.49442, -1.08223], [1.61857, 1.11215, 1.12412], [2.91704, -0.06734, 0.86776], [1.62272, -0.29175, 1.98711]], "forces_ev_per_angstrom": [[3.8135, 3.7986, -1.6815], [1.5405, -0.2318, -2.4978], [1.9738, 0.5809, 3.3608], [-2.1570, -0.8212, -3.1972], [1.0232, 0.7601, 0.9330], [-1.0438, -3.6693, 1.4305], [-1.0015, -0.5187, 0.7414], [-0.2478, -1.5419, 0.8468], [3.1560, -2.3238, -2.3252], [-1.1260, -1.2802, -0.6221], [-3.5483, -1.6738, 3.0098], [-0.2741, 0.0611, 0.0485], [0.0006, 2.6496, -1.1963], [0.3929, -0.0747, 0.0466], [1.4046, 1.5553, -0.6132], [-0.1124, -0.6358, -0.1000], [-1.0325, 1.1009, -0.5405], [-0.3359, 2.8905, -0.0322], [-1.6850, 0.4639, 0.2476], [-0.7407, -1.0896, 2.1411]], "nbo_charge": [-0.640, -0.003, 0.117, 0.093, -0.348, -0.121, -0.231, -0.604, -0.594, 0.223, 0.225, 0.231, 0.192, 0.208, 0.198, 0.216, 0.219, 0.201, 0.203, 0.215]}